Below is a gas-phase ion, C5H11ClN (charge +1), with properties calculated with ωB97M-V/def2-TZVPD.

HOMO level ... -15.0 eV
ΔE to the lowest compared entry with this formula, charge and spin ... 1.6523 eV
LUMO ... -0.1250 hartree
Charge ... +1
Structure (SMILES) ... C[C@H](Cl)C1([NH3+])CC1

Each line ends with the Mulliken charge.
Element x y z (Å)
1 C -1.2454 1.7732 0.1420  -1.290
2 C -1.0489 0.4883 -0.5726  0.313
3 Cl -2.3068 -0.6722 -0.1845  -0.171
4 C 0.3134 -0.3531 -0.0810  0.129
5 N 0.0633 -0.8952 1.3040  -0.203
6 C 0.9477 -1.2780 -1.0171  -0.852
7 C 1.6880 -0.1037 -0.4264  -0.482
8 H -1.3210 1.8098 1.2732  0.316
9 H -2.1439 2.3159 -0.1125  0.371
10 H -0.3865 2.5281 0.1480  0.342
11 H -0.8841 0.6038 -1.7283  0.353
12 H 0.0852 -0.2237 2.0966  0.352
13 H 0.7220 -1.7005 1.3114  0.419
14 H -0.8898 -1.3573 1.4512  0.386
15 H 0.6623 -1.2306 -2.0365  0.244
16 H 1.3165 -2.2667 -0.7366  0.243
17 H 2.4903 -0.2057 0.2592  0.276
18 H 1.9379 0.7677 -1.0900  0.253

Below is a single C2H2N3P molecule, with properties calculated with ωB97M-V/def2-TZVPD.

HOMO level ... -10.0 eV
ΔE to the lowest compared entry with this formula, charge and spin ... 1.5064 eV
LUMO ... 0.0080 hartree
Structure (SMILES) ... N#CN=C=NP

Each line ends with the Mulliken charge.
Element x y z (Å)
1 N 1.5756 2.4284 1.8710  -0.409
2 C 1.1344 1.3785 1.6466  0.455
3 N 0.7669 0.1680 1.3993  -0.436
4 C -0.1416 -0.3045 0.7280  0.580
5 N -0.9217 -0.8514 -0.0272  -0.290
6 P -0.4102 -1.3181 -1.5383  -0.027
7 H -0.2409 -0.0990 -2.0098  0.047
8 H -1.7626 -1.4018 -2.0697  0.080

Below is a molecular structure, C26H50AgBr8F9FeNO12S3, with properties calculated with ωB97M-V/def2-TZVPD.

HOMO level (alpha / beta) ... -11.0 / -10.9 eV
LUMO (alpha / beta) ... -0.1692 / -0.1692 hartree
Charge ... +1
⟨S²⟩ ... 6.018
Multiplicity ... 5

Each line ends with the Mulliken charge.
Element x y z (Å)
1 Ag 1.4546 3.7672 0.5384  0.477
2 Fe -1.6251 1.3612 1.1831  0.680
3 O -1.6796 -3.2402 5.5222  -0.340
4 H -0.7090 -3.3084 5.6673  0.452
5 H -2.1103 -3.5685 6.3391  0.455
6 H -1.9214 -2.3142 5.2801  0.445
7 C -4.6502 -0.1302 3.3207  -0.792
8 C -4.2937 1.2890 2.8536  0.845
9 C -4.8177 2.3338 3.8286  -1.677
10 O -2.9325 1.4077 2.6249  -0.610
11 H -4.4703 -0.3053 4.3844  0.231
12 H -4.2307 -0.9028 2.6773  -0.166
13 H -5.7303 -0.2373 3.1592  0.354
14 H -4.8568 1.4171 1.9091  -0.184
15 H -4.4513 3.2987 3.4796  0.356
16 H -4.5908 2.1169 4.8722  0.357
17 H -5.9108 2.3823 3.7844  0.395
18 C 1.9457 0.4004 4.0817  0.582
19 F 2.6469 0.8448 5.1083  -0.208
20 F 2.7434 -0.1030 3.1548  -0.161
21 F 1.1154 -0.5661 4.5238  -0.253
22 S 0.9484 1.7946 3.3714  0.962
23 O 0.4887 2.5776 4.4713  -0.638
24 O 1.9051 2.4941 2.5249  -0.509
25 O -0.1850 1.2028 2.6501  -0.098
26 C -0.1765 0.3270 -2.5244  0.262
27 F -0.8720 -0.7903 -2.6651  -0.177
28 F 0.7769 0.3867 -3.4343  -0.147
29 F -0.9971 1.3727 -2.6250  -0.143
30 S 0.6461 0.3003 -0.8365  -0.952
31 O 1.7123 -0.6285 -1.0014  -0.068
32 O 1.0826 1.6540 -0.5827  0.565
33 N -0.5937 -0.0847 0.2537  0.999
34 S -0.2983 -1.6647 0.5865  0.724
35 O -0.4722 -2.5422 -0.5334  -0.591
36 O 0.8872 -1.8944 1.3537  -0.334
37 C -1.7176 -2.0798 1.7334  0.036
38 F -2.8438 -2.0044 1.0398  -0.077
39 F -1.5189 -3.3122 2.1612  -0.183
40 F -1.6746 -1.2781 2.7980  -0.321
41 C -4.4123 0.5957 -2.2135  -0.617
42 C -4.8780 1.9591 -1.7011  -0.767
43 C -3.6871 2.3774 -0.8350  -0.328
44 O -3.1324 1.1445 -0.3475  0.642
45 C -3.7481 0.0032 -0.9636  -0.545
46 H -3.7295 0.6942 -3.0574  0.256
47 H -5.2643 -0.0197 -2.5006  0.408
48 H -5.8392 1.8469 -1.1968  0.290
49 H -5.0671 2.6823 -2.4940  0.441
50 H -3.9554 3.0560 -0.0275  0.335
51 H -2.9707 2.8208 -1.5329  0.016
52 H -4.5745 -0.3477 -0.3408  0.253
53 H -3.0358 -0.7774 -1.2089  0.036
54 C 1.8239 4.1339 -4.1822  -0.526
55 C 0.6791 5.0827 -3.8481  -0.628
56 C 0.3558 4.6662 -2.4231  -0.095
57 O 1.6393 4.3449 -1.8589  -0.170
58 C 2.6136 4.0393 -2.8770  -0.183
59 H 2.3905 4.4656 -5.0516  0.438
60 H 1.4396 3.1475 -4.4558  0.032
61 H -0.1398 4.9081 -4.5435  0.350
62 H 0.9865 6.1271 -3.8175  0.311
63 H -0.3095 3.7991 -2.3459  -0.133
64 H -0.0723 5.4632 -1.8118  0.316
65 H 2.9929 3.0371 -2.6864  -0.015
66 H 3.4038 4.7890 -2.8415  0.364
67 C 5.2936 1.6056 0.7347  0.035
68 C 5.9005 2.8270 1.4346  -0.826
69 C 4.7088 3.7992 1.3603  -0.374
70 O 3.8959 3.4053 0.2412  -0.128
71 C 4.4765 2.2535 -0.3746  0.294
72 H 4.6932 1.0619 1.4653  -0.210
73 H 6.0375 0.9252 0.3172  0.415
74 H 6.7731 3.1521 0.8715  0.346
75 H 6.1030 2.5454 2.4647  0.320
76 H 5.0622 4.8297 1.3125  0.312
77 H 4.1191 3.6814 2.2715  0.139
78 H 5.1568 2.5669 -1.1712  0.390
79 H 3.7233 1.5374 -0.7009  -0.650
80 Br 3.6573 -6.5391 2.3449  -0.148
81 C 3.1414 -4.9325 1.3154  -0.303
82 C 1.9472 -5.1501 0.4553  0.472
83 Br 0.3985 -5.7310 1.4758  -0.187
84 H 4.0584 -4.7940 0.7500  0.024
85 H 3.1036 -4.1618 2.0743  0.211
86 H 2.1082 -5.8499 -0.3647  0.539
87 H 1.5873 -4.2923 -0.1160  -0.818
88 Br 5.3444 -2.1837 1.3617  -0.191
89 C 5.5980 -2.5392 -0.5451  -0.799
90 C 4.4521 -1.9517 -1.3270  0.903
91 Br 4.8362 -2.1630 -3.2507  -0.190
92 H 5.7795 -3.6050 -0.6222  0.523
93 H 6.4943 -2.0177 -0.8750  0.520
94 H 4.3915 -0.8803 -1.1773  -0.446
95 H 3.5015 -2.4392 -1.1341  -0.247
96 Br -7.5721 -2.7591 2.0723  -0.145
97 C -6.1441 -3.5200 0.9700  0.228
98 C -6.4410 -3.3804 -0.5024  -0.583
99 Br -7.8519 -4.5816 -1.0489  -0.130
100 H -5.9745 -4.5096 1.3890  0.521
101 H -5.1972 -3.0400 1.2316  -0.611
102 H -5.4829 -3.5113 -1.0075  0.384
103 H -6.7579 -2.3581 -0.6922  0.351
104 Br 1.2188 -4.0311 -2.8910  -0.128
105 C 1.9064 -3.5964 -4.6665  -0.603
106 C 1.4928 -2.1785 -5.0281  -0.208
107 Br 2.0945 -1.8411 -6.8500  -0.135
108 H 1.4573 -4.2799 -5.3797  0.480
109 H 2.9878 -3.6328 -4.7291  0.370
110 H 1.9768 -1.4550 -4.3796  -0.103
111 H 0.4117 -2.0976 -4.9509  0.356